{
  "formula": "C5H8N2O",
  "method": "ωB97M-V with the def2-TZVPD basis set",
  "elements": ["C", "C", "C", "C", "C", "H", "H", "H", "H", "H", "H", "H", "H", "N", "N", "O"],
  "xyz": [[-1.1144, 0.7870, -0.5258], [-1.0811, -0.5510, -1.3320], [1.3152, -1.0203, 0.5702], [1.0617, 0.3746, 1.0704], [-0.4673, 0.0969, 0.7625], [0.1762, 1.6428, -1.7125], [-2.0831, 1.1909, -0.1834], [-1.4949, -0.7101, -2.3090], [1.8544, -1.5864, 1.4319], [1.8600, -1.2946, -0.3684], [1.4690, 1.2224, 0.4114], [1.0899, 0.7063, 2.1104], [-1.2384, 0.1220, 1.5781], [-0.6246, -1.6165, -0.7788], [-0.1991, -1.2993, 0.4729], [-0.5236, 1.9355, -1.1978]],
  "forces_ev_per_a": [[0.541, -1.127, 0.433], [-1.313, 0.115, -0.315], [1.017, -2.925, 2.006], [-1.872, 2.843, -1.770], [-0.472, 1.971, 0.462], [2.207, -0.870, -1.563], [0.214, -0.584, -0.680], [-0.215, 0.395, -0.473], [-1.114, 0.261, -1.602], [-0.516, 0.913, 0.640], [-0.562, -1.164, 1.028], [0.978, -0.752, -0.046], [0.991, 0.497, -0.451], [0.267, 1.172, -1.233], [2.085, -0.174, 1.278], [-2.234, -0.572, 2.285]],
  "homo_lumo_gap_ev": 9.56,
  "smiles": "O[C@H]1C=NN2CC[C@@H]12"
}

***

{
  "formula": "C5H8N2O",
  "method": "ωB97M-V with the def2-TZVPD basis set",
  "elements": ["C", "C", "C", "C", "C", "N", "N", "O", "H", "H", "H", "H", "H", "H", "H", "H"],
  "xyz": [[-2.2749, 1.5432, -0.4477], [2.5746, -0.5370, -0.3273], [-1.0167, 0.7169, -0.4524], [1.8497, -1.7431, -0.0653], [-0.9637, -0.2771, 0.6698], [0.0727, -0.3905, 1.3661], [1.2820, -2.7185, 0.1332], [-0.1499, 0.8257, -1.2807], [0.0365, -1.0829, 2.1123], [-1.8935, -0.8470, 0.8052], [-3.1222, 0.9046, -0.6926], [-2.2029, 2.3397, -1.1833], [-2.4431, 1.9621, 0.5424], [3.4740, -0.7661, -0.8990], [2.8430, -0.0656, 0.6142], [1.9345, 0.1356, -0.8949]],
  "forces_ev_per_a": [[0.134, 0.154, -0.277], [0.484, 0.577, -0.276], [-0.350, 0.288, 0.018], [-0.078, -0.706, -0.017], [-0.259, -0.431, 0.114], [0.311, 0.456, 0.278], [-0.081, -0.339, 0.028], [0.110, 0.013, -0.013], [-0.318, -0.080, -0.174], [0.128, -0.022, 0.132], [-0.119, -0.057, 0.028], [-0.001, 0.001, -0.019], [-0.059, 0.012, 0.098], [0.009, 0.034, 0.029], [0.026, 0.066, 0.006], [0.063, 0.035, 0.044]],
  "homo_lumo_gap_ev": 10.28,
  "smiles": "[H]/N=C/C(C)=O.CC#N"
}

***

{
  "formula": "C5H8N2O",
  "method": "ωB97M-V with the def2-TZVPD basis set",
  "elements": ["C", "C", "C", "N", "O", "H", "H", "H", "H", "H", "C", "C", "N", "H", "H", "H"],
  "xyz": [[-2.0419, 1.2776, -0.1930], [-1.3228, 0.3471, 0.7418], [0.2401, -1.2387, -0.3826], [0.3838, -1.2310, -1.6577], [-1.8643, -0.5523, 1.3661], [0.1375, -2.1502, -2.0484], [-0.1170, -2.1008, 0.2028], [-2.8220, 0.7168, -0.7139], [-1.3518, 1.6873, -0.9333], [-2.4926, 2.0860, 0.3860], [2.3219, 0.0784, 0.4380], [0.8357, -0.0400, 0.4903], [0.0273, 0.7877, 1.0309], [2.7810, -0.9096, 0.3516], [2.6058, 0.6791, -0.4296], [2.6792, 0.5624, 1.3509]],
  "forces_ev_per_a": [[-0.032, -0.510, -0.607], [-0.839, 0.731, 2.010], [1.716, 0.241, -0.182], [0.034, -0.186, 1.400], [0.808, 0.880, -1.018], [-0.298, 0.447, 0.114], [0.002, 0.283, -0.251], [-0.020, 0.158, 0.165], [-0.078, 0.094, 0.151], [0.085, -0.051, -0.013], [0.007, 0.073, 0.618], [-1.313, -0.773, -1.649], [-0.054, -1.476, -0.528], [-0.024, 0.157, -0.053], [-0.021, -0.113, 0.028], [0.026, 0.046, -0.186]],
  "homo_lumo_gap_ev": 10.33,
  "smiles": "[H]/N=C/C(C)=N\\C(C)=O"
}

***

{
  "formula": "C5H8N2O",
  "method": "ωB97M-V with the def2-TZVPD basis set",
  "elements": ["C", "C", "C", "C", "C", "H", "H", "H", "H", "H", "H", "H", "H", "N", "N", "O"],
  "xyz": [[-2.7310, -0.2063, -0.1020], [-0.1934, 0.3035, -0.0504], [1.5546, -0.7068, -0.7103], [2.1668, -0.1542, 0.7163], [1.8511, 0.8068, -0.3832], [-3.8088, 0.3180, -0.2956], [-2.8654, -1.1286, 0.6991], [-2.7642, -0.6462, -1.2396], [-1.5849, 1.3782, 0.8487], [1.9802, -1.6437, -1.1150], [3.1551, -0.5019, 0.9749], [1.6520, -0.2831, 1.8156], [2.4342, 1.4221, -0.9184], [-1.5011, 0.6330, 0.2071], [0.1370, -0.9149, -0.1238], [0.5177, 1.3241, -0.3232]],
  "forces_ev_per_a": [[-1.223, -1.858, -1.140], [-6.159, -3.061, 0.381], [-0.523, -0.852, 5.413], [0.495, -1.214, 1.370], [-2.713, -3.965, 1.026], [2.868, -0.271, 1.523], [0.252, 2.372, -2.232], [1.178, 0.654, 2.886], [-0.644, 0.809, 0.448], [0.191, 1.350, -0.234], [0.809, 0.768, -0.804], [0.272, 0.534, -3.375], [2.387, 2.000, -1.490], [-2.644, -0.473, -0.667], [2.299, 0.708, -2.950], [3.157, 2.498, -0.154]],
  "homo_lumo_gap_ev": 9.19,
  "smiles": "CNC1=N[C@@H]2C[C@@H]2O1"
}

***

{
  "formula": "C5H8N2O",
  "method": "ωB97M-V with the def2-TZVPD basis set",
  "elements": ["C", "C", "C", "C", "C", "H", "H", "H", "H", "H", "H", "H", "H", "N", "N", "O"],
  "xyz": [[1.6146, 1.2201, 0.0706], [-0.7178, 0.4296, -0.6554], [-1.7593, 0.2237, 0.5416], [-1.4808, -0.8241, -0.4394], [0.7865, -0.9391, -0.2586], [1.1119, 2.5777, 0.0725], [1.8144, 0.9527, 1.2463], [2.4924, 0.6466, -0.3795], [-1.0911, 1.1889, -1.2405], [-2.8428, 0.6693, 0.3458], [-1.4228, 0.1744, 1.7035], [-2.3568, -1.1941, -1.1753], [1.6417, -2.3412, 0.6658], [0.5915, 0.3149, -0.4798], [2.0024, -1.4374, -0.1348], [-0.3839, -1.6619, 0.1172]],
  "forces_ev_per_a": [[-0.735, 1.168, 2.412], [-5.714, 2.053, 1.582], [-1.752, 1.502, 2.129], [0.091, -1.246, -0.399], [4.024, -5.617, 2.355], [2.230, -4.523, -0.632], [-0.943, 0.801, -2.541], [-0.158, 2.575, 0.156], [-0.559, 1.323, -1.821], [2.610, -0.480, 0.675], [-0.826, -0.179, -3.183], [2.611, 0.180, 1.806], [2.032, 2.755, -3.362], [1.354, 1.869, -0.378], [-4.163, -3.128, 3.526], [-0.103, 0.947, -2.324]],
  "homo_lumo_gap_ev": 9.33
}

***

{
  "formula": "C5H8N2O",
  "method": "ωB97M-V with the def2-TZVPD basis set",
  "elements": ["C", "C", "C", "C", "C", "H", "H", "H", "H", "H", "H", "H", "H", "N", "N", "O"],
  "xyz": [[0.6609, -0.3374, -0.4672], [-0.1003, 0.6394, -1.3473], [-0.3282, 1.3753, -0.0414], [1.2107, 0.6247, 0.3832], [-0.4629, -0.7744, 0.4297], [0.9522, -2.2516, -0.4926], [-1.1786, 0.1151, -1.3661], [0.3721, 1.0134, -2.1122], [-0.6730, 2.3575, 0.1010], [1.0905, 0.3860, 1.5580], [2.1044, 1.5470, 0.3191], [-1.4005, 0.8363, 1.7410], [-1.5534, -2.4692, 1.0641], [-1.2123, 0.3404, 0.7366], [-0.5901, -2.0034, 0.7348], [1.1085, -1.3991, -1.2406]],
  "forces_ev_per_a": [[-1.881, -2.978, -4.490], [-6.677, -3.294, 5.194], [2.022, -2.951, 1.830], [2.225, 8.016, 6.268], [-1.727, -2.483, 2.022], [0.401, 2.882, -3.056], [2.139, 1.305, -2.275], [2.292, 2.072, -4.157], [0.005, 1.275, 0.155], [1.089, 0.436, -2.514], [-2.274, -3.342, -0.646], [0.692, -2.749, -2.931], [2.919, 2.184, -0.377], [-0.031, 4.482, 1.173], [-2.080, -1.386, -0.296], [0.887, -3.470, 4.099]],
  "homo_lumo_gap_ev": 9.95
}

***

{
  "formula": "C5H8N2O2",
  "method": "ωB97M-V with the def2-TZVPD basis set",
  "elements": ["C", "C", "C", "C", "C", "N", "N", "O", "O", "H", "H", "H", "H", "H", "H", "H", "H"],
  "xyz": [[1.0941, 1.3368, 0.8488], [1.9063, -0.9789, -0.2568], [-1.4868, -0.0130, 0.9171], [-0.6786, 0.5503, -1.2721], [0.9860, -0.0849, 0.6788], [0.8790, 2.4634, 0.7796], [-0.5336, -0.3557, -0.0944], [1.2868, -2.1194, -0.6383], [3.0211, -0.6880, -0.5106], [-2.3330, -0.3974, 0.4300], [-1.3990, -0.5505, 1.7795], [-1.5344, 1.1015, 1.1742], [-1.4255, 0.2514, -2.0087], [-0.9781, 1.5374, -1.0741], [0.1695, 0.5355, -1.8745], [0.7756, -0.5466, 1.6148], [0.2506, -2.0419, -0.4932]],
  "forces_ev_per_a": [[0.173, 0.188, -0.992], [-1.583, 0.245, 1.325], [-0.628, 2.505, -1.733], [-0.988, -1.578, 0.156], [-2.844, -1.666, -3.083], [0.322, 0.172, 0.393], [3.419, 1.533, 0.990], [-1.439, 0.589, 0.309], [0.904, -0.006, -0.442], [-2.227, 0.256, -0.107], [0.678, -1.550, 2.344], [-0.133, -1.360, -0.511], [-0.483, -0.874, 0.512], [0.062, 1.511, 0.934], [1.952, 0.113, -0.641], [0.288, -0.606, 0.678], [2.528, 0.527, -0.134]],
  "homo_lumo_gap_ev": 10.99,
  "smiles": "CN(C)[C@H](C#N)C(=O)O"
}

***

{
  "formula": "C5H8N2O2S",
  "method": "ωB97M-V with the def2-TZVPD basis set",
  "elements": ["C", "C", "C", "C", "C", "N", "N", "O", "O", "S", "H", "H", "H", "H", "H", "H", "H", "H"],
  "xyz": [[-0.8640, -2.1823, 0.4836], [0.5687, -2.1795, 0.4367], [-1.2165, -1.0592, -0.1820], [2.0743, -0.3298, -0.6568], [-2.5755, 2.0967, 0.1472], [-0.2125, -0.3531, -0.6486], [0.8763, -0.9809, -0.2166], [-4.1586, -1.2873, 0.1042], [-3.2944, 0.9002, 0.5337], [-3.3051, -0.3789, -0.5240], [-1.5077, -2.9871, 0.9551], [1.3035, -2.9361, 0.8457], [1.8971, 0.4132, -1.5661], [2.5907, 0.1897, 0.2007], [2.9199, -1.0828, -0.8945], [-2.5276, 2.3669, -0.9520], [-1.4177, 1.7809, 0.3253], [-2.8562, 2.8308, 0.8790]],
  "forces_ev_per_a": [[1.747, -2.935, 1.545], [-0.740, 0.705, 0.002], [-3.950, 2.150, -1.187], [3.454, 0.227, -0.477], [4.059, -2.243, -0.292], [-0.860, 0.284, 0.479], [-0.177, -1.357, -0.368], [-2.000, -2.703, 1.544], [-0.215, -0.030, -1.113], [4.708, 2.572, -0.712], [0.946, 1.332, -0.752], [-0.875, 1.414, -0.709], [0.161, -1.883, 2.194], [-0.938, 0.085, -0.791], [-1.642, 0.872, -0.201], [-1.026, -0.185, 1.264], [-2.441, 1.146, -0.169], [-0.213, 0.548, -0.257]],
  "homo_lumo_gap_ev": 9.72
}

***

{
  "formula": "C5H8N2O2S",
  "method": "ωB97M-V with the def2-TZVPD basis set",
  "elements": ["C", "C", "C", "C", "C", "N", "N", "O", "O", "S", "H", "H", "H", "H", "H", "H", "H", "H"],
  "xyz": [[-1.1250, 1.1175, -0.2980], [-0.1601, -1.0844, -0.3421], [-1.1426, -1.8687, 0.3262], [-0.7484, 2.5849, -0.2611], [1.2341, -1.5579, 0.1328], [-0.1800, 0.3253, -0.2274], [-1.4990, -3.1779, 0.0404], [-1.9965, -3.8579, 0.9146], [-1.3067, -3.6013, -1.0905], [-2.8172, 0.6527, -0.2758], [-0.1324, -1.3372, -1.3934], [-1.4104, -1.5432, 1.3691], [-0.1314, 2.6744, 0.7339], [-1.5945, 3.1743, -0.1767], [-0.1872, 2.9311, -1.0369], [2.0363, -0.9493, -0.4135], [1.2693, -2.6309, 0.0188], [1.4416, -1.0850, 1.1313]],
  "forces_ev_per_a": [[-0.837, 0.995, 0.080], [1.704, -0.180, -1.654], [-1.657, 1.691, 3.395], [0.238, -1.714, 4.292], [1.213, 2.437, 0.456], [1.872, -0.613, -0.016], [-0.155, -0.938, -0.987], [-0.327, -0.006, 0.992], [0.407, 0.210, -0.661], [0.049, -0.189, -0.152], [-0.376, -0.061, -0.580], [0.069, -0.653, -1.186], [-1.115, 0.090, -1.933], [-1.722, 1.383, 0.287], [1.680, 0.449, -2.305], [-1.191, -1.379, -0.080], [0.709, -0.187, 0.328], [-0.559, -1.336, -0.276]],
  "homo_lumo_gap_ev": [7.86, 6.67]
}

***

{
  "formula": "C5H8N2O3",
  "method": "ωB97M-V with the def2-TZVPD basis set",
  "elements": ["C", "N", "C", "C", "O", "C", "O", "C", "N", "H", "H", "H", "H", "H", "H", "H", "O", "H"],
  "xyz": [[1.6784, -1.1395, 0.0381], [0.5170, -0.4152, -0.4217], [0.5879, 0.8368, -1.1356], [-0.8716, 0.9644, -1.6220], [-1.6042, 0.0820, -0.7723], [-0.7654, -0.7657, -0.1553], [-1.1562, -1.7606, 0.4298], [1.0416, 1.9585, -0.2692], [1.4111, 2.8300, 0.3913], [1.3888, -2.1803, 0.2161], [2.4589, -1.1155, -0.7333], [2.0735, -0.7094, 0.9692], [1.2859, 0.7774, -1.9827], [-1.2850, 1.9720, -1.5308], [-0.9562, 0.6107, -2.6564], [-2.3616, -1.0740, 2.5507], [-2.0709, -0.2777, 3.0525], [-1.3719, -0.5938, 3.6319]],
  "forces_ev_per_a": [[0.121, -0.120, 0.238], [0.394, 0.348, -0.273], [0.205, 0.081, 0.031], [-0.021, 0.102, 0.015], [-0.335, 0.581, -0.133], [-0.671, -2.053, 0.265], [0.566, 1.147, -0.239], [0.149, 0.498, 0.331], [-0.277, -0.681, -0.503], [0.021, 0.271, 0.001], [-0.195, 0.021, 0.173], [-0.021, -0.117, -0.217], [-0.146, 0.008, 0.196], [0.141, -0.212, -0.004], [0.004, 0.084, 0.201], [0.449, 0.838, 0.407], [-0.377, -0.742, -0.460], [-0.008, -0.054, -0.026]],
  "homo_lumo_gap_ev": 10.83,
  "smiles": "CN1C(=O)OC[C@H]1C#N.O"
}

***

{
  "formula": "C5H8N2O3",
  "method": "ωB97M-V with the def2-TZVPD basis set",
  "elements": ["C", "C", "C", "C", "C", "N", "N", "O", "O", "O", "H", "H", "H", "H", "H", "H", "H", "H"],
  "xyz": [[-0.9133, 0.7844, -0.0831], [-1.1341, -1.4740, 0.0034], [0.4940, 0.1706, 0.0146], [1.2638, 0.5599, 1.2656], [1.2354, 0.4234, -1.3191], [0.1739, -1.2778, 0.0097], [-1.8222, -0.2948, -0.1526], [-1.1988, 1.9682, -0.0190], [1.1322, -2.1134, -0.1454], [-3.2366, -0.1339, -0.0387], [-1.7105, -2.4382, 0.1217], [0.8528, 0.2415, 2.2277], [1.4448, 1.5664, 1.1878], [2.1192, -0.0850, 1.3380], [1.9066, -0.4614, -1.4494], [1.9075, 1.1993, -1.2925], [0.7325, 0.7348, -2.2005], [-3.2471, 0.6301, 0.5317]],
  "forces_ev_per_a": [[-0.700, 0.776, 0.575], [0.203, -1.984, 0.481], [-1.324, -0.020, -1.450], [-0.639, -2.843, 0.172], [0.961, -1.951, 0.842], [-1.399, -0.745, -0.119], [0.298, 2.065, -0.157], [-0.077, -1.272, -0.099], [-0.398, -0.212, 0.571], [2.139, -0.926, -0.322], [1.253, 1.192, -0.446], [-1.079, 0.583, -0.246], [0.783, 2.355, 0.282], [1.115, 0.189, -0.761], [-0.879, 0.454, -0.289], [1.713, 2.146, 1.050], [-1.461, -0.643, -0.644], [-0.510, 0.834, 0.560]],
  "homo_lumo_gap_ev": [8.68, 8.68]
}

***

{
  "formula": "C5H8N2O4",
  "method": "ωB97M-V with the def2-TZVPD basis set",
  "elements": ["C", "C", "C", "C", "C", "N", "N", "O", "O", "O", "O", "H", "H", "H", "H", "H", "H", "H", "H"],
  "xyz": [[-1.0052, -0.0164, 2.9340], [-0.6801, -1.0650, 2.2382], [1.3410, -0.9705, 0.6702], [1.9988, 0.3437, -1.2298], [-1.1488, 0.3691, -0.7854], [-1.1769, -2.2716, 1.8543], [1.0826, -0.0058, -0.1468], [2.1368, -1.7909, 0.9383], [-1.5825, -2.3718, 0.6888], [-1.1182, -3.2044, 2.6454], [-0.0261, 0.8098, -0.0204], [-1.9543, 0.0493, 3.4564], [-0.3518, 0.8327, 3.0279], [1.6214, -0.0244, -2.1844], [2.0896, 1.4294, -1.2632], [2.9708, -0.0989, -1.0239], [-0.9406, 0.4233, -1.8538], [-1.9430, 1.0660, -0.5346], [-1.4382, -0.6440, -0.5028]],
  "forces_ev_per_a": [[-0.919, -0.193, 0.471], [3.513, 1.627, -1.890], [-1.528, -1.414, 2.823], [0.054, 0.103, -0.160], [-0.177, -0.469, -0.287], [-0.913, -1.091, -0.074], [-0.352, 0.752, -0.927], [-0.285, 0.648, -0.586], [-0.105, -0.320, 0.216], [-0.032, 0.006, -0.151], [0.571, 0.144, 0.446], [-0.098, -0.049, 0.143], [0.183, 0.093, -0.130], [0.010, 0.005, 0.051], [-0.019, -0.086, 0.068], [-0.046, -0.043, 0.010], [0.065, 0.077, -0.085], [0.039, 0.056, 0.040], [0.039, 0.152, 0.023]],
  "homo_lumo_gap_ev": [7.62, 7.59]
}

***

What are the total energy values for these records? In order: -379.9532 -380.0309 -380.0303 -379.8984 -379.8378 -379.8594 -455.2417 -853.3574 -853.2619 -530.5595 -530.4018 -605.4811 a.u..
What are the ΔE to the lowest compared entry with this formula, charge and spin values for these records? In order: 354.5 150.5 151.9 498.2 657.3 600.8 306.5 488.2 739.0 46.8 460.9 887.0 kJ/mol.